# C25H29F3HfIN3P2SSe

A molecular structure, C25H29F3HfIN3P2SSe (ωB97M-V/def2-TZVPD, OMol25).

```
66
Properties=species:S:1:pos:R:3:forces:R:3:nbo_charge:R:1
Hf -0.574 -1.034 -0.251 0.6 -0.4 0.0 1.272
F -0.562 -7.108 0.752 1.3 -1.5 1.1 -0.289
C -0.895 -5.946 0.295 -0.4 0.3 -0.7 0.979
F -0.413 -5.862 -0.958 -0.4 0.1 -0.5 -0.314
F -2.234 -5.988 0.291 -0.2 0.9 -0.4 -0.304
C -0.315 -4.783 1.051 -0.4 -0.1 1.1 -0.209
C 0.618 -4.972 2.044 0.6 0.2 0.7 -0.056
C 1.169 -3.853 2.753 1.0 -1.7 0.7 -0.261
C 0.764 -2.604 2.384 -1.4 1.1 -0.2 0.070
N -0.276 -2.412 1.518 0.0 -1.8 -0.9 -0.623
C -0.812 -3.505 0.837 0.9 1.7 0.7 0.103
S -1.960 -3.132 -0.406 -0.4 0.7 -0.4 -0.086
H 0.917 -6.013 2.261 0.0 0.8 0.1 0.268
H 1.924 -4.043 3.590 -1.2 0.5 -1.5 0.270
H 1.090 -1.631 2.777 0.3 -0.8 0.2 0.220
C -1.834 0.293 3.147 1.1 -0.3 -3.2 -0.882
P -2.498 0.104 1.416 0.4 1.1 1.2 0.882
C -4.107 -0.713 1.635 -0.1 0.1 1.5 -0.937
C -2.952 1.787 0.811 0.2 -1.3 0.8 -0.320
C -3.582 2.717 1.634 0.4 -1.1 0.6 -0.182
C -4.159 3.844 1.129 0.8 -1.0 -0.8 -0.155
C -4.023 4.075 -0.239 -0.1 -1.0 1.4 -0.182
C -3.455 3.118 -1.066 0.5 1.1 -1.0 -0.128
C -2.872 1.962 -0.549 -0.5 0.0 -0.8 -0.367
P -2.230 0.597 -1.607 0.1 1.4 -0.4 0.897
C -1.509 1.392 -3.058 0.5 0.4 -1.2 -0.963
C -3.642 -0.212 -2.320 -0.9 -1.5 0.8 -0.968
H -2.420 0.796 3.824 -1.5 1.1 1.4 0.246
H -0.847 0.745 3.058 0.0 0.0 0.2 0.247
H -1.746 -0.731 3.369 0.3 -1.4 1.0 0.236
H -4.628 -0.283 2.523 0.3 0.0 -0.7 0.260
H -4.023 -1.775 1.877 0.2 0.0 -0.4 0.267
H -4.706 -0.535 0.763 -0.4 -0.2 -0.4 0.250
H -3.616 2.499 2.687 -0.2 0.0 0.3 0.219
H -4.694 4.460 1.794 -0.4 1.0 0.4 0.239
H -4.415 5.011 -0.480 -0.5 1.1 -1.5 0.239
H -3.381 3.357 -2.132 -0.1 -0.2 0.4 0.217
H -2.179 2.086 -3.568 -0.5 -0.3 0.1 0.260
H -1.222 0.631 -3.815 -0.3 0.4 0.5 0.257
H -0.644 2.029 -2.884 0.2 -0.3 0.5 0.257
H -3.255 -1.125 -2.796 -0.3 0.1 0.0 0.261
H -4.278 0.314 -3.000 0.1 0.7 -0.6 0.272
H -4.340 -0.505 -1.511 0.5 -0.2 -0.3 0.257
C 2.347 2.447 -2.267 -0.7 1.2 -0.5 -0.424
N 3.023 1.789 -1.203 -0.2 0.5 0.3 -0.338
C 2.417 1.320 -0.110 0.4 -0.4 -0.1 0.321
Se 0.559 1.461 0.218 0.1 -0.2 0.3 -0.114
N 3.370 0.908 0.734 1.1 -0.4 -0.1 -0.519
C 4.689 1.179 0.173 -3.5 0.3 0.1 0.126
C 5.925 1.046 0.723 1.1 1.0 -1.7 -0.225
C 6.937 1.622 -0.075 -0.5 -0.6 1.1 -0.151
C 6.707 2.273 -1.312 1.8 -0.5 1.7 -0.194
C 5.461 2.322 -1.825 -2.0 1.2 -1.2 -0.203
C 4.395 1.823 -1.038 1.8 -0.8 0.0 0.105
H 1.805 3.316 -1.905 -0.5 -0.1 0.4 0.232
H 1.680 1.774 -2.798 0.1 0.0 -0.1 0.226
H 3.054 2.938 -2.903 0.6 -0.4 -0.7 0.241
H 3.166 0.320 1.541 0.2 0.5 -0.2 0.441
H 6.049 0.616 1.684 0.5 -0.3 0.6 0.243
H 7.913 1.561 0.370 0.5 0.2 -0.3 0.238
H 7.572 2.791 -1.752 -0.7 -0.5 -0.1 0.255
H 5.330 2.910 -2.759 -0.3 -0.7 0.7 0.244
I 0.933 -1.174 -2.774 -0.2 -0.3 -0.2 0.330
C 1.458 -1.910 -0.831 -0.1 -0.1 0.4 -1.031
H 2.376 -1.391 -0.607 0.4 0.1 0.2 0.225
H 1.651 -2.993 -0.867 -0.2 0.4 -0.2 0.254
```
Forces are in eV/Å.

As for the charge: +2. The energy above the lowest of the compared OMol25 structures with the same formula, charge and spin comes out at 0.0 kcal per mole.

=====

# C24H40BN6SbSe4Tl

A molecular structure, C24H40BN6SbSe4Tl (ωB97M-V/def2-TZVPD, OMol25).

```
77
Properties=species:S:1:pos:R:3:forces:R:3:lowdin_charge:R:1
Tl -0.464 1.449 -0.492 -0.3 0.7 -0.1 0.779
C -2.741 -3.110 1.870 0.2 0.1 0.0 -0.019
C -2.543 -2.298 0.641 -0.4 -0.2 -0.2 -0.266
C -3.386 -2.235 -0.447 0.2 0.0 0.3 0.022
C -2.793 -1.318 -1.321 0.1 -0.1 0.3 -0.263
N -1.676 -0.850 -0.778 -0.1 0.1 -0.7 0.026
N -1.510 -1.460 0.411 -0.3 -0.3 0.3 0.025
B -0.131 -1.499 1.096 0.1 0.3 -0.2 -0.542
N 0.973 -1.462 0.013 0.1 -0.6 0.3 0.029
N 1.165 -0.443 -0.831 0.2 0.5 -0.5 0.022
C 2.188 -0.743 -1.619 -0.2 0.0 0.2 -0.254
C 2.678 -2.006 -1.271 -0.1 -0.2 0.2 0.022
C 1.878 -2.430 -0.228 0.3 -0.1 -0.2 -0.264
C 1.959 -3.712 0.525 -0.1 0.1 0.0 -0.029
C 2.707 0.159 -2.703 0.0 0.2 -0.1 -0.546
C 1.916 1.463 -2.789 0.1 -0.2 0.0 -0.092
C 2.596 -0.560 -4.054 0.0 0.1 0.2 -0.040
C 4.174 0.506 -2.411 -0.2 -0.1 0.0 -0.040
N 0.118 -0.363 2.107 -0.1 -0.2 0.5 0.025
N 0.732 0.776 1.733 0.5 0.5 -0.1 0.026
C 1.189 1.368 2.829 -0.2 -0.2 0.0 -0.263
C 0.835 0.610 3.950 -0.2 -0.2 -0.1 0.022
C 0.157 -0.481 3.452 0.2 0.2 0.4 -0.266
C -0.458 -1.579 4.242 0.0 -0.1 -0.2 -0.019
C 2.079 2.577 2.850 0.1 0.1 -0.1 -0.545
C 1.479 3.629 3.787 0.0 0.0 -0.2 -0.048
C 3.444 2.113 3.388 -0.2 0.1 -0.1 -0.044
C 2.261 3.130 1.438 -0.1 0.0 0.2 -0.059
C -3.260 -1.029 -2.718 0.1 0.1 -0.1 -0.545
C -3.164 -2.352 -3.500 0.0 0.2 0.1 -0.043
C -2.357 0.009 -3.380 -0.2 -0.1 0.1 -0.059
C -4.715 -0.554 -2.675 0.2 0.1 0.0 -0.048
H -3.618 -3.742 1.746 0.0 0.0 0.0 0.080
H -2.906 -2.455 2.724 0.0 -0.1 0.1 0.072
H -1.876 -3.736 2.078 0.0 -0.1 0.1 0.072
H -4.299 -2.781 -0.583 -0.2 -0.1 0.0 0.107
H -0.045 -2.527 1.678 0.0 -0.3 0.2 0.104
H 3.496 -2.541 -1.709 0.2 -0.2 -0.1 0.104
H 2.774 -4.314 0.133 0.1 0.0 0.0 0.075
H 1.029 -4.272 0.428 0.0 -0.1 0.1 0.081
H 2.138 -3.523 1.583 0.0 -0.1 0.1 0.081
H 0.869 1.269 -3.015 -0.1 0.0 0.0 0.044
H 2.330 2.079 -3.585 0.0 0.1 -0.1 0.091
H 1.982 2.022 -1.856 0.0 0.1 0.0 0.044
H 1.553 -0.784 -4.270 -0.1 -0.1 -0.1 0.085
H 3.153 -1.493 -4.054 0.1 -0.1 0.0 0.078
H 2.986 0.078 -4.846 0.0 0.0 -0.1 0.082
H 4.248 1.036 -1.464 0.1 0.0 0.1 0.085
H 4.566 1.145 -3.200 0.1 0.1 -0.1 0.082
H 4.789 -0.389 -2.351 0.1 -0.1 0.0 0.078
H 1.044 0.819 4.981 0.0 0.0 0.2 0.107
H -0.207 -1.450 5.293 0.0 0.0 0.0 0.080
H -0.108 -2.554 3.908 0.0 -0.1 0.0 0.072
H -1.541 -1.548 4.139 -0.1 -0.1 0.1 0.072
H 1.260 3.192 4.758 0.0 0.0 0.1 0.077
H 0.545 4.004 3.369 0.0 0.0 0.1 -0.013
H 2.158 4.470 3.924 0.1 0.1 0.0 0.086
H 3.351 1.724 4.400 0.0 0.0 0.1 0.076
H 4.153 2.939 3.401 0.1 0.1 0.0 0.079
H 3.835 1.317 2.757 0.1 -0.1 -0.1 0.088
H 1.322 3.529 1.058 -0.1 0.1 -0.1 0.042
H 2.595 2.335 0.776 0.1 -0.1 -0.2 0.069
H 3.005 3.926 1.439 0.0 0.1 0.0 0.088
H -2.141 -2.720 -3.470 0.1 -0.1 -0.1 0.088
H -3.462 -2.207 -4.538 0.0 0.0 -0.1 0.079
H -3.808 -3.111 -3.061 -0.1 -0.1 0.0 0.076
H -1.320 -0.313 -3.308 0.2 0.0 -0.1 0.069
H -2.457 0.974 -2.887 0.0 0.1 0.0 0.042
H -2.620 0.122 -4.431 0.0 0.1 -0.1 0.088
H -5.327 -1.254 -2.110 -0.1 -0.1 0.0 0.077
H -5.130 -0.453 -3.677 0.0 0.0 -0.1 0.086
H -4.771 0.415 -2.179 -0.1 0.0 0.0 -0.013
Se -3.413 6.615 -0.989 0.2 -1.2 0.6 -0.232
Sb -3.789 4.710 0.584 -1.3 2.0 0.0 -0.405
Se -4.241 2.636 -0.724 0.0 -0.1 0.0 0.109
Se -1.722 4.324 1.926 0.1 -0.1 0.0 0.108
Se -5.710 5.180 2.112 1.0 -0.6 -0.6 -0.242
```
Forces are in eV/Å.

As for the charge: -1. For the calculated total energy, the calculation gives -307776.205 eV.

=====

# C18H14F4N2

2 unconnected molecules or ions with the total composition C18H14F4N2 (ωB97M-V/def2-TZVPD, OMol25).

```
38
Properties=species:S:1:pos:R:3:forces:R:3:nbo_charge:R:1
C -1.485 2.972 2.066 -0.5 0.1 0.1 -0.636
C -0.085 2.603 1.815 3.0 -0.3 -0.3 0.256
N 0.953 3.358 2.277 -0.8 -0.5 -0.3 -0.521
C 2.091 2.732 1.875 -1.4 -1.7 -1.1 0.067
C 3.455 3.230 2.184 0.3 0.2 0.1 -0.627
C 1.704 1.565 1.143 1.0 1.8 1.2 -0.185
N 0.347 1.499 1.118 -1.2 0.3 0.3 -0.642
H -2.151 2.259 1.571 -0.1 0.1 0.1 0.185
H -1.688 2.973 3.145 -0.1 0.0 -0.2 0.218
H -1.683 3.983 1.688 -0.1 -0.2 0.1 0.218
H 4.206 2.584 1.714 -0.1 0.1 0.1 0.200
H 3.596 4.256 1.815 0.0 -0.2 0.1 0.209
H 3.639 3.243 3.269 0.0 0.0 -0.2 0.207
H 2.375 0.847 0.691 -0.2 -0.2 -0.1 0.170
F 0.934 -5.445 -1.281 -0.2 1.2 1.0 -0.315
C 0.625 -4.439 -0.389 0.1 -0.4 -0.8 0.393
C 0.684 -4.734 0.973 -0.2 0.6 0.0 -0.249
C 0.324 -3.704 1.847 0.1 -0.4 1.0 0.400
F 0.387 -3.947 3.202 -0.1 0.2 -1.6 -0.308
C -0.080 -2.457 1.416 0.0 0.5 -0.5 -0.171
C -0.134 -2.161 0.018 1.1 -1.6 0.4 -0.137
C -0.564 -0.857 -0.332 -1.0 -0.6 -0.1 0.159
C -1.091 -0.410 -1.562 -0.6 0.7 -1.5 -0.172
C -1.557 0.942 -1.591 0.4 -0.4 0.3 -0.091
C -1.990 1.505 -2.773 -0.7 0.9 -0.2 0.369
F -2.499 2.784 -2.747 0.7 -1.5 -0.1 -0.306
C -1.957 0.824 -3.994 0.1 0.0 0.7 -0.232
C -1.553 -0.510 -3.950 0.2 -0.8 -0.5 0.385
F -1.484 -1.204 -5.141 -0.3 0.7 1.4 -0.315
C -1.209 -1.168 -2.775 0.2 0.4 0.0 -0.191
C 0.274 -3.191 -0.890 -0.1 0.1 0.4 -0.201
H 1.005 -5.705 1.337 -0.1 0.2 -0.1 0.267
H -0.362 -1.674 2.117 0.2 -0.2 0.0 0.269
H -0.580 -0.133 0.478 0.1 0.6 0.3 0.312
H -1.528 1.507 -0.662 0.2 0.1 -0.2 0.277
H -2.246 1.306 -4.924 0.0 -0.1 0.2 0.267
H -1.029 -2.237 -2.790 -0.1 0.4 -0.2 0.235
H 0.359 -2.996 -1.954 0.1 -0.3 0.3 0.238
```
Forces are in eV/Å.

As for the charge: 0. The energy above the lowest of the compared OMol25 structures with the same formula, charge and spin comes out at 109.9 kcal per mole.

=====

# C4H3NOS

A single C4H3NOS molecule (ωB97M-V/def2-TZVPD, OMol25).

```
10
Properties=species:S:1:pos:R:3:forces:R:3:nbo_charge:R:1
C 1.067 0.006 -0.166 0.2 -0.4 2.0 -0.384
C 0.414 -0.798 -1.012 -0.6 1.0 0.8 -0.333
C 0.746 0.545 1.108 -3.6 0.8 -0.4 0.551
C -0.985 0.801 0.921 3.1 1.8 2.8 0.118
N -1.699 0.286 0.078 -1.1 -1.3 0.0 -0.639
O 1.323 0.956 2.076 -0.5 -0.7 -1.2 -0.480
S -1.192 -1.181 -1.040 -1.1 -1.1 -0.6 0.293
H 2.030 0.211 -0.415 2.9 0.6 -1.0 0.224
H 0.975 -0.998 -1.854 0.9 -0.8 -1.9 0.228
H -2.680 0.171 0.304 -0.2 0.2 -0.6 0.421
```
Forces are in eV/Å.

As for the charge: 0. The energy above the lowest of the compared OMol25 structures with the same formula, charge and spin comes out at 82.0 kcal per mole.

=====

Q: Look up the charge of the third one.
A: 0

=====

Q: Which value of charge does entry 4 give?
A: 0

=====

Q: What is the charge in the first record?
A: +2

=====

Q: Look up the charge of the first one.
A: +2